ORCA calculation (ωB97M-V/def2-TZVPD) on a 18-piece molecular cluster, C64H173N9O27 overall.

## Properties
Frontier orbital gap   0.3293 Eh
Spin multiplicity   1

Each atom is followed by the atoms it is bonded to, with distances in Å.
Geometry (Å):
1 H 23.1391 20.9640 11.8247  C141 1.126
2 H 35.0280 20.5693 15.1752  C103 1.078
3 H 24.3030 12.7056 17.5255  C196 1.102
4 H 30.4897 18.3982 15.8280  C153 1.086
5 H 27.7552 19.4265 16.5897  C248 1.087
6 H 14.4132 16.0216 15.8412  C231 1.101
7 H 20.3207 16.4876 19.9108  C71 1.080
8 H 16.2406 15.3056 19.2398  C75 1.098
9 H 28.9974 15.7334 13.3998  C14 1.078
10 H 21.8174 16.1164 23.9330  C30 1.089
11 C 25.7071 23.4227 21.3331  H20 1.114, H32 1.064, N192 1.471, C253 1.510
12 H 24.1747 21.7691 19.9409  C15 1.056
13 C 15.5354 17.1855 17.3295  H108 1.095, N144 1.465, H230 1.101, C231 1.573
14 C 28.8655 16.6048 12.7787  H9 1.078, C23 1.553, O121 1.425, H235 1.079
15 C 23.6457 22.6153 20.2870  H12 1.056, C92 1.505, N192 1.444, H227 1.068
16 H 19.1744 18.8225 21.7264  C152 1.088
17 H 35.4161 18.9910 15.9870  C103 1.104
18 H 20.4811 14.9753 19.0040  C71 1.085
19 O 24.8847 17.2804 22.3305  C135 1.404, C137 1.421
20 H 26.0363 23.6501 20.2937  C11 1.114
21 C 20.1285 11.5556 18.2192  H24 1.058, H27 1.078, N57 1.471, C73 1.545
22 H 27.5743 22.5396 21.8939  C253 1.094
23 C 27.6412 17.4801 13.1633  C14 1.553, N62 1.483, H167 1.084, H240 1.091
24 H 20.4771 10.8462 17.5158  C21 1.058
25 O 22.9162 18.7974 14.2932  C68 1.394, C238 1.454
26 H 25.4479 18.5006 10.5261  C187 1.085
27 H 19.9546 12.4930 17.7159  C21 1.078
28 H 23.3503 15.1505 14.8426  C127 1.068
29 H 22.7232 20.3487 18.8670  O186 0.963
30 C 21.4806 15.9383 22.9127  H10 1.089, H204 1.094, O219 1.405, H221 1.089
31 H 19.6903 20.9599 19.0077  C233 1.087
32 H 25.9813 24.2556 21.9361  C11 1.064
33 C 16.4063 15.2835 14.2122  O82 1.435, H133 1.086, H244 1.082, H262 1.094
34 H 25.6514 10.4054 18.2110  C175 1.097
35 H 22.5255 18.0828 10.1198  C189 1.099
36 H 26.6731 19.5701 14.3879  C261 1.094
37 O 21.9497 10.6548 15.4739  C86 1.477, H185 0.985
38 H 24.9778 18.9577 25.2593  C220 1.086
39 H 25.2905 16.8210 24.3241  C137 1.111
40 H 20.4150 17.5333 14.5724  C123 1.097
41 C 24.2377 13.0123 20.6649  H88 1.101, H99 1.091, O102 1.425, H179 1.066
42 H 32.6502 21.2646 15.4461  C105 1.082
43 H 21.9607 9.5037 21.3467  C270 1.124
44 H 26.2273 19.0691 18.9440  C201 1.107
45 H 20.3403 10.2120 20.8741  C270 1.135
46 H 25.1873 15.2557 22.7139  C135 1.130
47 H 28.2106 15.3729 17.0222  C208 1.100
48 O 26.3938 12.7708 17.5085  H138 0.976, C196 1.438
49 H 15.6217 16.8374 19.9873  C75 1.076
50 H 27.8834 17.0630 15.1435  N62 0.990
51 N 31.1308 19.0438 17.6831  C153 1.443, H197 1.015, C213 1.467
52 H 15.7327 18.6286 14.4471  C249 1.056
53 O 16.9119 10.7808 21.1712  C97 1.379, C229 1.399
54 H 24.0806 15.6950 13.2663  C127 1.082
55 O 26.3469 21.1479 21.0079  C122 1.410, C253 1.417
56 H 22.3718 18.5920 20.7502  C209 1.114
57 N 18.8552 11.0473 18.7519  C21 1.471, H218 1.020, C264 1.448
58 H 18.6939 19.3010 14.4633  C232 1.106
59 C 29.6386 15.6396 10.7291  O121 1.379, H203 1.098, H207 1.130, H254 1.120
60 O 19.7692 16.5292 12.8882  C61 1.420, C123 1.424
61 C 20.9998 15.8226 12.8313  O60 1.420, H93 1.072, H202 1.066, H242 1.122
62 N 27.8537 17.8743 14.5772  C23 1.483, H50 0.990, C261 1.467
63 H 18.6968 19.9640 22.9910  C152 1.098
64 O 30.0360 15.8666 16.2461  C208 1.411, C210 1.432
65 H 16.1892 11.1399 19.2744  C229 1.093
66 C 26.5459 12.5880 13.3889  H113 1.081, C206 1.487, H225 1.075, N266 1.500
67 H 12.9712 18.3137 12.9401  C172 1.089
68 C 23.0043 20.0942 13.7898  O25 1.394, C141 1.562, H263 1.126, H269 1.131
69 C 19.7465 19.0946 17.3387  O117 1.396, H140 1.100, H142 1.089, H237 1.089
70 C 21.0249 19.7454 24.3059  H81 1.078, O145 1.443, H159 1.115, C268 1.525
71 C 19.9095 15.5002 19.7619  H7 1.080, H18 1.085, O164 1.403, H267 1.066
72 H 27.6881 12.8192 19.2175  C216 1.081
73 C 21.2080 11.8326 19.2895  C21 1.545, H78 1.087, O157 1.443, H252 1.106
74 H 15.8101 9.9837 22.6598  C97 1.085
75 C 16.4041 16.3787 19.4078  H8 1.098, H49 1.076, N144 1.413, C156 1.502
76 H 26.2065 21.9963 22.9096  C253 1.122
77 H 26.3272 16.0182 21.5101  C135 1.120
78 H 20.7560 12.3319 20.1427  C73 1.087
79 C 19.6834 15.2211 16.2070  H104 1.102, H111 1.059, H178 1.093, O212 1.448
80 H 22.4240 15.2628 10.1167  C215 1.094
81 H 20.5074 20.6484 24.5859  C70 1.078
82 O 16.3562 16.3533 15.1670  C33 1.435, C231 1.403
83 O 33.6297 19.7508 16.4655  C103 1.383, C105 1.454
84 H 22.1097 19.6134 11.9285  C141 1.059
85 H 15.2146 9.7226 20.9444  C97 1.090
86 C 22.1147 11.9279 14.7425  O37 1.477, H154 1.088, C163 1.505, H188 1.113
87 H 19.5636 22.1560 20.2777  C233 1.086
88 H 25.3143 13.2363 20.6130  C41 1.101
89 H 23.8351 17.6581 8.9585  C189 1.091
90 H 24.3544 19.7238 9.9583  C187 1.081
91 H 25.2109 11.9720 14.8591  N266 1.001
92 C 22.2202 22.2992 20.6510  C15 1.505, O118 1.431, H139 1.071, H217 1.071
93 H 21.3645 15.6151 13.8180  C61 1.072
94 H 27.9169 18.4863 18.8000  C201 1.115
95 H 23.8412 24.0962 21.7001  N192 1.020
96 O 27.2865 14.9080 19.4390  H191 0.964, C216 1.448
97 C 15.6828 10.3948 21.6633  O53 1.379, H74 1.085, H85 1.090, H243 1.137
98 H 20.5322 18.4754 13.1365  C123 1.090
99 H 23.9123 12.0712 20.2191  C41 1.091
100 H 29.1896 17.2477 17.5761  C210 1.122
101 H 17.8660 12.8497 18.7527  C264 1.058
102 O 23.8191 13.1065 22.0241  C41 1.425, H131 0.972
103 C 34.6399 19.6282 15.5285  H2 1.078, H17 1.104, O83 1.383, H214 1.083
104 H 18.8793 15.9547 16.0321  C79 1.102
105 C 32.4110 20.3184 15.9127  H42 1.082, O83 1.454, H165 1.095, C213 1.527
106 O 24.7894 13.9916 13.9624  C127 1.438, C206 1.432
107 O 23.8849 16.6576 10.7730  C189 1.408, C215 1.402
108 H 15.5381 18.2178 16.9640  C13 1.095
109 H 24.9949 13.9072 16.4296  C196 1.106
110 H 25.7575 18.0687 14.6993  C261 1.089
111 H 19.8391 14.5996 15.3636  C79 1.059
112 C 26.3571 10.3625 14.4971  H136 1.095, H245 1.092, C258 1.501, N266 1.472
113 H 26.0510 12.0476 12.5941  C66 1.081
114 H 29.0777 13.8032 19.6033  C216 1.086
115 H 23.8824 10.2520 18.2598  C175 1.103
116 H 22.6760 12.5902 12.7025  C163 1.106
117 O 20.3278 18.2543 18.2899  C69 1.396, H180 0.976
118 O 21.4921 21.7425 19.5526  C92 1.431, C233 1.418
119 H 18.1246 17.3754 20.3670  C156 1.115
120 H 22.9400 16.8236 18.9290  C247 1.113
121 O 28.5918 16.1775 11.4470  C14 1.425, C59 1.379
122 C 27.1829 20.0505 21.2993  O55 1.410, H155 1.066, H251 1.088, H271 1.099
123 C 19.8961 17.7396 13.6279  H40 1.097, O60 1.424, H98 1.090, C232 1.516
124 H 12.4775 19.6843 13.9045  C172 1.116
125 H 22.2863 19.6486 16.0899  C238 1.129
126 H 22.2660 14.2170 22.4885  O219 0.980
127 C 24.2323 15.2843 14.2563  H28 1.068, H54 1.082, O106 1.438, H222 1.071
128 H 24.0974 18.2545 20.2386  C209 1.117
129 H 16.9784 20.5429 13.3611  C236 1.137
130 H 22.1510 15.2944 17.5001  O134 0.962
131 H 23.9041 12.2414 22.4594  O102 0.972
132 H 30.4167 20.6538 16.5226  C213 1.096
133 H 15.4908 15.2534 13.6295  C33 1.086
134 O 22.8969 14.9890 18.0260  H130 0.962, C247 1.389
135 C 25.2684 16.0084 21.8755  O19 1.404, H46 1.130, H77 1.120, H259 1.087
136 H 25.7723 9.9012 13.6940  C112 1.095
137 C 25.3985 17.6568 23.6004  O19 1.421, H39 1.111, C220 1.572, H223 1.102
138 H 26.5133 12.3533 16.6347  O48 0.976
139 H 22.2232 21.5532 21.4198  C92 1.071
140 H 18.6637 19.2444 17.4575  C69 1.100
141 C 23.0749 19.9186 12.2394  H1 1.126, C68 1.562, H84 1.059, N149 1.402
142 H 19.8061 18.7649 16.3030  C69 1.089
143 H 18.7709 12.5763 20.1583  C264 1.100
144 N 16.6941 17.0889 18.2211  C13 1.465, C75 1.413, H226 0.999
145 O 20.6952 19.2877 22.9772  C70 1.443, C152 1.409
146 N 17.8673 18.6773 12.6675  H181 1.018, C232 1.426, C236 1.433
147 H 23.9794 14.6436 10.6914  C215 1.091
148 H 23.5733 19.9413 20.7191  C209 1.121
149 N 24.2314 19.1557 12.0216  C141 1.402, C187 1.473, H239 1.019
150 O 26.6323 17.9042 17.1966  C201 1.425, C248 1.427
151 H 23.0162 18.3505 23.2182  N234 1.031
152 C 19.3166 19.0837 22.7730  H16 1.088, H63 1.098, O145 1.409, H183 1.099
153 C 31.0063 17.9992 16.6954  H4 1.086, N51 1.443, C210 1.478, H272 1.099
154 H 21.1233 12.3702 14.6635  C86 1.088
155 H 27.4738 20.0755 22.3250  C122 1.066
156 C 17.7156 16.3628 20.1407  C75 1.502, H119 1.115, O164 1.418, H177 1.116
157 O 21.9948 10.6719 19.6302  C73 1.443, C270 1.447
158 H 27.9003 13.5514 20.8590  C216 1.111
159 H 20.7289 18.9719 25.0526  C70 1.115
160 H 26.6672 17.3212 19.1795  C201 1.122
161 H 18.0419 17.6737 14.5584  C232 1.090
162 H 13.5060 18.3380 14.6088  C172 1.084
163 C 22.5786 11.6851 13.3314  C86 1.505, H116 1.106, H170 1.107, H199 1.087
164 O 18.5971 15.6503 19.2890  C71 1.403, C156 1.418
165 H 32.0497 19.7010 15.0838  C105 1.095
166 H 25.9448 8.6545 15.8121  C258 1.105
167 H 27.6647 18.3812 12.5621  C23 1.084
168 H 24.4741 15.9572 18.9339  C247 1.079
169 H 25.0685 14.1555 18.2271  C196 1.081
170 H 21.8211 11.0949 12.7802  C163 1.107
171 H 24.9193 19.8772 23.6977  C220 1.121
172 C 13.3138 18.9625 13.7444  H67 1.089, H124 1.116, H162 1.084, O173 1.420
173 O 14.4067 19.7739 13.3412  C172 1.420, C249 1.458
174 O 24.8187 10.2053 16.3964  C175 1.394, C258 1.428
175 C 24.7952 9.8933 17.7544  H34 1.097, H115 1.103, O174 1.394, H176 1.113
176 H 24.8529 8.7960 17.9307  C175 1.113
177 H 17.6465 15.8053 21.1055  C156 1.116
178 H 19.4383 14.6486 17.1057  C79 1.093
179 H 23.7190 13.7588 20.1080  C41 1.066
180 H 21.2295 18.5791 18.4726  O117 0.976
181 H 18.6175 18.9807 12.0503  N146 1.018
182 H 23.9263 15.4259 9.1751  C215 1.066
183 H 18.9834 18.2414 23.3945  C152 1.099
184 H 26.0376 19.8760 16.5649  C248 1.102
185 H 22.8815 10.3965 15.6616  O37 0.985
186 O 22.8363 19.3925 18.8587  H29 0.963, C209 1.471
187 C 24.4239 18.8519 10.5931  H26 1.085, H90 1.081, N149 1.473, C189 1.468
188 H 22.8441 12.5898 15.2606  C86 1.113
189 C 23.5819 17.8009 10.0096  H35 1.099, H89 1.091, O107 1.408, C187 1.468
190 H 15.3487 17.9689 12.9424  C249 1.067
191 H 26.9582 14.7839 18.5416  O96 0.964
192 N 24.2589 23.1979 21.4573  C11 1.471, C15 1.444, H95 1.020
193 H 23.9128 16.6784 17.4306  C247 1.095
194 H 22.8399 20.7259 23.7865  C268 1.100
195 H 16.2438 12.5605 20.3697  C229 1.127
196 C 25.1221 13.4360 17.4225  H3 1.102, O48 1.438, H109 1.106, H169 1.081
197 H 31.9291 18.8634 18.2837  N51 1.015
198 H 30.6034 16.4445 18.1269  C210 1.074
199 H 23.4515 11.0458 13.2315  C163 1.087
200 H 29.6030 14.3489 17.5397  C208 1.112
201 C 26.8549 18.2402 18.5635  H44 1.107, H94 1.115, O150 1.425, H160 1.122
202 H 20.7789 14.9183 12.3114  C61 1.066
203 H 30.4120 16.3566 10.4226  C59 1.098
204 H 22.1956 16.4706 22.2781  C30 1.094
205 H 26.2505 14.4589 12.5209  C206 1.113
206 C 26.1570 14.0159 13.5376  C66 1.487, O106 1.432, H205 1.113, H265 1.063
207 H 30.1898 14.7941 11.2364  C59 1.130
208 C 29.1306 14.8757 16.6822  H47 1.100, O64 1.411, H200 1.112, H256 1.073
209 C 23.2600 18.9928 20.2093  H56 1.114, H128 1.117, H148 1.121, O186 1.471
210 C 30.1967 16.8880 17.2369  O64 1.432, H100 1.122, C153 1.478, H198 1.074
211 H 20.9436 8.8050 19.9777  C270 1.108
212 O 20.9213 15.9382 16.4300  C79 1.448, H241 0.972
213 C 31.3447 20.3277 17.0054  N51 1.467, C105 1.527, H132 1.096, H250 1.080
214 H 34.3196 19.0633 14.6619  C103 1.083
215 C 23.4997 15.4617 10.1511  H80 1.094, O107 1.402, H147 1.091, H182 1.066
216 C 28.0092 13.6955 19.7625  H72 1.081, O96 1.448, H114 1.086, H158 1.111
217 H 21.6430 23.0919 21.0824  C92 1.071
218 H 18.2946 10.7455 17.9555  N57 1.020
219 O 21.3622 14.5646 22.6408  C30 1.405, H126 0.980
220 C 24.6804 18.9121 24.2162  H38 1.086, C137 1.572, H171 1.121, N234 1.478
221 H 20.4917 16.3663 22.7573  C30 1.089
222 H 24.9402 15.9556 14.6977  C127 1.071
223 H 26.4749 17.8767 23.5190  C137 1.102
224 H 26.8896 9.9386 16.4940  C258 1.082
225 H 27.6116 12.4753 13.3019  C66 1.075
226 H 17.4329 16.6512 17.7110  N144 0.999
227 H 23.5317 23.3196 19.4927  C15 1.068
228 H 15.7308 15.1055 16.5959  C231 1.095
229 C 16.7809 11.6193 20.0585  O53 1.399, H65 1.093, H195 1.127, C264 1.533
230 H 14.6113 16.9878 17.8944  C13 1.101
231 C 15.4502 16.0890 16.2046  H6 1.101, C13 1.573, O82 1.403, H228 1.095
232 C 18.5418 18.3704 13.8856  H58 1.106, C123 1.516, N146 1.426, H161 1.090
233 C 20.1771 21.3429 19.9006  H31 1.087, H87 1.086, O118 1.418, H255 1.129
234 N 23.2276 18.6419 24.1843  H151 1.031, C220 1.478, C268 1.446
235 H 29.7591 17.2087 12.7830  C14 1.079
236 C 16.7642 19.5832 12.7895  H129 1.137, N146 1.433, C249 1.533, H257 1.096
237 H 20.1689 20.0941 17.2456  C69 1.089
238 C 22.9497 18.8012 15.7471  O25 1.454, H125 1.129, H260 1.098, H273 1.094
239 H 24.2257 18.2970 12.5698  N149 1.019
240 H 26.6975 16.9530 13.0157  C23 1.091
241 H 20.7466 16.6601 17.0566  O212 0.972
242 H 21.8160 16.4217 12.3487  C61 1.122
243 H 14.9592 11.2580 21.8184  C97 1.137
244 H 16.6628 14.3510 14.6975  C33 1.082
245 H 27.3935 10.1398 14.2344  C112 1.092
246 H 22.6851 20.1790 25.4818  C268 1.099
247 C 23.5969 16.1483 18.3356  H120 1.113, O134 1.389, H168 1.079, H193 1.095
248 C 26.7545 19.0616 16.3704  H5 1.087, O150 1.427, H184 1.102, C261 1.486
249 C 15.5616 18.8893 13.4385  H52 1.056, O173 1.458, H190 1.067, C236 1.533
250 H 31.5906 21.0519 17.7682  C213 1.080
251 H 26.6296 19.1222 21.1707  C122 1.088
252 H 21.8710 12.5880 18.8275  C73 1.106
253 C 26.5158 22.2640 21.8648  C11 1.510, H22 1.094, O55 1.417, H76 1.122
254 H 29.1740 15.2584 9.7838  C59 1.120
255 H 20.1300 20.5705 20.7229  C233 1.129
256 H 28.9866 14.1803 15.8777  C208 1.073
257 H 16.4152 19.8918 11.7970  C236 1.096
258 C 26.0516 9.7540 15.8344  C112 1.501, H166 1.105, O174 1.428, H224 1.082
259 H 24.6475 15.8434 20.9983  C135 1.087
260 H 22.6538 17.7767 16.0078  C238 1.098
261 C 26.6547 18.6327 14.9516  H36 1.094, N62 1.467, H110 1.089, C248 1.486
262 H 17.2338 15.5276 13.5397  C33 1.094
263 H 23.8511 20.6459 14.2864  C68 1.126
264 C 18.1046 12.0790 19.4375  N57 1.448, H101 1.058, H143 1.100, C229 1.533
265 H 26.7551 14.6605 14.1342  C206 1.063
266 N 26.1706 11.8176 14.6204  C66 1.500, H91 1.001, C112 1.472
267 H 20.0296 14.9832 20.6868  C71 1.066
268 C 22.5379 19.8881 24.4322  C70 1.525, H194 1.100, N234 1.446, H246 1.099
269 H 22.0802 20.6834 14.0710  C68 1.131
270 C 21.2892 9.7329 20.4749  H43 1.124, H45 1.135, O157 1.447, H211 1.108
271 H 28.0663 20.0897 20.6458  C122 1.099
272 H 31.9524 17.6506 16.2577  C153 1.099
273 H 23.9263 19.0154 16.1913  C238 1.094